{"formula": "C7H13IN2O2", "method": "the ωB97M-V functional and the def2-TZVPD basis", "e_lumo_ha": [-0.071, -0.072], "e_tot_ha": -832.0053, "charge": 0, "homo_lumo_gap_ev": [5.92, 5.91], "fmax_ev_per_a": 3.8, "e_above_lowest_kcal_mol": 120.2, "elements": ["C", "C", "C", "C", "C", "C", "C", "N", "N", "O", "O", "I", "H", "H", "H", "H", "H", "H", "H", "H", "H", "H", "H", "H", "H"], "positions_angstrom": [[-0.090, -1.238, -1.714], [-0.750, -0.324, 0.271], [0.491, 0.541, -0.181], [-0.300, -1.395, 1.245], [-1.923, 0.525, 0.859], [1.513, 0.820, 0.806], [0.069, 1.867, -0.870], [-1.164, -1.082, -0.936], [0.935, -0.394, -1.278], [-2.310, -1.624, -1.016], [2.120, -0.471, -1.677], [3.586, -2.006, -0.554], [-0.270, -1.737, -2.697], [0.246, -1.103, 2.079], [0.356, -2.025, 0.781], [-1.146, -1.971, 1.738], [-2.809, -0.199, 0.823], [-2.198, 1.491, 0.305], [-1.622, 0.878, 1.779], [1.487, 1.880, 1.099], [2.474, 0.587, 0.292], [1.440, 0.151, 1.734], [-0.374, 2.483, -0.128], [-0.699, 1.780, -1.580], [0.937, 2.567, -1.181]]}



{"formula": "C6H7NOS2", "method": "the ωB97M-V functional and the def2-TZVPD basis", "e_lumo_ha": -0.001, "e_tot_ha": -1159.1083, "charge": 0, "homo_lumo_gap_ev": 8.38, "fmax_ev_per_a": 5.3, "e_above_lowest_kcal_mol": 37.1, "elements": ["C", "C", "C", "C", "C", "C", "N", "O", "S", "S", "H", "H", "H", "H", "H", "H", "H"], "positions_angstrom": [[1.453, 1.697, 0.545], [0.231, 0.364, -1.134], [1.116, 0.906, 1.521], [-0.351, -0.495, -0.318], [-1.300, -1.543, -0.739], [1.135, 1.512, -0.866], [-1.893, -2.184, 0.267], [-0.692, -0.607, 2.346], [-1.536, -2.022, -2.312], [0.368, -0.687, 1.338], [1.707, 2.683, 0.644], [0.059, 0.358, -2.241], [1.246, 1.232, 2.477], [0.763, 2.340, -1.302], [1.952, 1.163, -1.524], [-1.686, -1.846, 1.219], [-2.571, -2.872, 0.078]]}



{"formula": "C2H6N2O2S", "method": "the ωB97M-V functional and the def2-TZVPD basis", "e_lumo_ha": [-0.080, -0.080], "e_tot_ha": -737.8434, "charge": 0, "homo_lumo_gap_ev": [5.09, 5.09], "fmax_ev_per_a": 3.5, "e_above_lowest_kcal_mol": 100.2, "elements": ["C", "C", "N", "N", "O", "O", "S", "H", "H", "H", "H", "H", "H"], "positions_angstrom": [[0.892, 1.056, 0.209], [1.090, -0.447, 0.229], [0.341, -1.226, -0.801], [0.847, -1.796, -1.686], [-2.100, -0.381, -0.638], [-2.778, 0.917, 1.338], [-3.118, -0.136, 0.416], [1.002, 1.292, -0.876], [-0.136, 1.553, 0.437], [1.607, 1.655, 0.920], [0.800, -0.906, 1.144], [2.262, -0.594, 0.034], [-0.707, -0.987, -0.725]]}



{"formula": "C5H13N2O", "method": "the ωB97M-V functional and the def2-TZVPD basis", "e_lumo_ha": 0.148, "e_tot_ha": -383.0301, "charge": -1, "homo_lumo_gap_ev": 6.76, "fmax_ev_per_a": 1.9, "smiles": "CNCC[C@@H](N)C[O-]", "e_above_lowest_kcal_mol": 21.2, "elements": ["C", "O", "C", "C", "C", "C", "N", "N", "H", "H", "H", "H", "H", "H", "H", "H", "H", "H", "H", "H", "H"], "positions_angstrom": [[-0.771, 0.177, -1.535], [-0.403, 1.471, -1.459], [0.170, -0.749, -0.743], [-0.400, -1.160, 0.635], [-0.847, 0.072, 1.454], [1.395, 1.086, 1.578], [-0.034, 1.263, 1.331], [0.573, -2.012, -1.421], [-0.791, -0.240, -2.556], [-1.804, -0.047, -1.160], [1.083, -0.177, -0.566], [0.398, -1.655, 1.188], [-1.231, -1.811, 0.351], [-0.871, -0.268, 2.499], [-1.844, 0.356, 1.133], [1.682, 0.050, 1.703], [1.943, 1.674, 0.844], [1.682, 1.551, 2.548], [-0.112, 1.559, 0.336], [1.189, -1.801, -2.197], [1.027, -2.594, -0.728]]}



{"formula": "C3H5NO2", "method": "the ωB97M-V functional and the def2-TZVPD basis", "e_lumo_ha": 0.031, "e_tot_ha": -322.4030, "charge": 0, "homo_lumo_gap_ev": 9.85, "fmax_ev_per_a": 1.8, "e_above_lowest_kcal_mol": 107.5, "elements": ["N", "C", "O", "C", "C", "O", "H", "H", "H", "H", "H"], "positions_angstrom": [[-0.173, 0.183, 1.595], [-1.355, 0.168, 0.849], [-1.127, 0.488, -0.408], [0.191, 0.429, -0.981], [0.757, -0.980, -0.945], [1.887, -1.216, -1.285], [-0.369, -0.238, 2.507], [-0.804, 1.097, 1.805], [0.886, 1.111, -0.495], [0.053, 0.735, -2.021], [0.054, -1.777, -0.621]]}



{"formula": "C2BrF3O", "method": "the ωB97M-V functional and the def2-TZVPD basis", "e_lumo_ha": [-0.045, -0.045], "e_tot_ha": -3024.8739, "charge": 0, "homo_lumo_gap_ev": [9.17, 9.17], "fmax_ev_per_a": 3.2, "e_above_lowest_kcal_mol": 93.9, "elements": ["C", "C", "O", "F", "F", "F", "Br"], "positions_angstrom": [[1.111, 0.172, -0.075], [-0.309, 0.501, 0.163], [0.640, 0.115, 1.172], [2.042, 1.132, -0.468], [1.484, -0.947, -0.619], [-2.949, -1.319, -0.195], [-2.019, 0.346, 0.021]]}



{"formula": "C10H24IrN4O4S", "method": "the ωB97M-V functional and the def2-TZVPD basis", "e_lumo_ha": -0.100, "e_tot_ha": -1417.7282, "charge": 1, "homo_lumo_gap_ev": 9.65, "fmax_ev_per_a": 0.3, "elements": ["Ir", "C", "C", "N", "C", "C", "N", "C", "C", "C", "N", "C", "C", "N", "C", "H", "H", "H", "H", "H", "H", "H", "H", "H", "H", "H", "H", "H", "H", "H", "H", "H", "H", "H", "H", "H", "H", "H", "H", "O", "S", "O", "O", "O"], "positions_angstrom": [[-0.252, -1.410, -0.009], [-1.947, 0.951, -1.690], [-1.537, -0.241, -2.536], [-0.321, -0.921, -2.027], [0.922, -0.195, -2.389], [2.070, -0.865, -1.678], [1.803, -0.804, -0.212], [2.647, 0.244, 0.436], [2.309, 0.461, 1.899], [1.423, 1.688, 2.136], [0.510, 1.957, 1.023], [-0.858, 2.194, 1.438], [-1.547, 0.892, 1.786], [-1.753, -0.032, 0.634], [-2.647, 0.561, -0.403], [-2.652, 1.541, -2.279], [-1.095, 1.603, -1.484], [-1.350, 0.064, -3.568], [-2.338, -0.982, -2.546], [-0.279, -1.833, -2.482], [0.824, 0.834, -2.043], [1.056, -0.192, -3.472], [3.013, -0.372, -1.915], [2.153, -1.912, -1.975], [2.144, -1.686, 0.173], [2.552, 1.160, -0.146], [3.677, -0.101, 0.326], [3.234, 0.578, 2.464], [1.825, -0.441, 2.285], [2.039, 2.565, 2.352], [0.830, 1.513, 3.035], [0.850, 2.719, 0.453], [-1.393, 2.717, 0.644], [-0.927, 2.836, 2.327], [-2.532, 1.111, 2.208], [-0.980, 0.341, 2.537], [-2.296, -0.794, 1.042], [-3.142, 1.432, 0.028], [-3.425, -0.171, -0.626], [-0.713, -4.836, 1.439], [-0.541, -3.544, 0.915], [-1.739, -2.880, 0.208], [-0.159, -2.401, 1.856], [0.542, -3.347, -0.167]]}



{"formula": "C3H10N2S2", "method": "the ωB97M-V functional and the def2-TZVPD basis", "e_lumo_ha": 0.021, "e_tot_ha": -1026.1738, "charge": 0, "homo_lumo_gap_ev": 9.60, "fmax_ev_per_a": 1.3, "smiles": "NC[C@@H](N)CSS", "e_above_lowest_kcal_mol": 7.7, "elements": ["S", "S", "C", "C", "C", "N", "N", "H", "H", "H", "H", "H", "H", "H", "H", "H", "H"], "positions_angstrom": [[-0.968, 2.895, -1.386], [1.010, 2.600, -0.932], [1.189, 1.023, 0.024], [0.026, 0.067, 0.040], [0.471, -1.297, 0.523], [-0.499, -2.331, 0.090], [-1.028, 0.574, 0.971], [-1.027, 2.343, -2.610], [2.036, 0.601, -0.525], [1.549, 1.305, 1.014], [-0.486, -0.053, -0.917], [1.473, -1.529, 0.164], [0.480, -1.312, 1.613], [-0.024, -3.099, -0.377], [-0.939, -2.782, 0.880], [-1.578, 1.219, 0.421], [-1.684, -0.223, 1.007]]}



Copy entry 1 word for word.
{"formula": "C7H13IN2O2", "method": "the ωB97M-V functional and the def2-TZVPD basis", "e_lumo_ha": [-0.071, -0.072], "e_tot_ha": -832.0053, "charge": 0, "homo_lumo_gap_ev": [5.92, 5.91], "fmax_ev_per_a": 3.8, "e_above_lowest_kcal_mol": 120.2, "elements": ["C", "C", "C", "C", "C", "C", "C", "N", "N", "O", "O", "I", "H", "H", "H", "H", "H", "H", "H", "H", "H", "H", "H", "H", "H"], "positions_angstrom": [[-0.090, -1.238, -1.714], [-0.750, -0.324, 0.271], [0.491, 0.541, -0.181], [-0.300, -1.395, 1.245], [-1.923, 0.525, 0.859], [1.513, 0.820, 0.806], [0.069, 1.867, -0.870], [-1.164, -1.082, -0.936], [0.935, -0.394, -1.278], [-2.310, -1.624, -1.016], [2.120, -0.471, -1.677], [3.586, -2.006, -0.554], [-0.270, -1.737, -2.697], [0.246, -1.103, 2.079], [0.356, -2.025, 0.781], [-1.146, -1.971, 1.738], [-2.809, -0.199, 0.823], [-2.198, 1.491, 0.305], [-1.622, 0.878, 1.779], [1.487, 1.880, 1.099], [2.474, 0.587, 0.292], [1.440, 0.151, 1.734], [-0.374, 2.483, -0.128], [-0.699, 1.780, -1.580], [0.937, 2.567, -1.181]]}